Entry from OMol25: a structure of composition C27H15BrClMoN5O5S3 (wB97M-V/def2-TZVPD).

```
! RIJCOSX wB97M-V def2-TZVPD def2/J DEFGRID3
* xyz 0 3
C -3.45152 -2.29712 0.64068
N -3.41922 -4.40464 3.72424
H -3.51765 1.65867 0.02331
H -4.78082 2.45504 2.01475
H -5.10878 0.36507 4.02246
C -2.96212 -2.05356 6.12648
H -2.86884 6.27260 1.68992
N -1.71959 3.02131 -1.30769
C -3.76772 -3.28461 1.59697
C -0.41467 1.64623 -2.31811
O -1.97386 -0.52045 0.00041
C 0.35385 -2.27830 3.86074
Br -3.56405 2.03519 5.89114
C -0.59761 2.59676 -4.77380
C -3.39553 2.66871 0.39672
C 1.20609 2.01585 2.45932
C 0.44130 0.41932 -2.33163
C -0.87398 2.53000 -3.30555
C -2.32966 -1.52647 0.80291
H -2.28137 -0.29939 7.16345
C -1.71009 3.39062 -2.60585
H 1.44405 -0.66579 2.90151
C -2.49962 3.52836 -0.21840
H -0.95670 -3.80114 4.57516
C -3.72995 -2.53801 5.07883
C -3.90502 4.41356 1.96825
H -2.39087 -2.74311 6.73503
C -0.79108 -3.02488 3.83934
C -4.49490 -0.31482 4.59667
C -2.29966 4.82277 0.22551
O 0.96481 0.02862 -3.36078
S -0.51290 2.31158 2.10123
C -4.09419 3.11856 1.50653
Cl -2.66027 4.68127 -3.13456
H -1.57964 5.46137 -0.26848
H 1.11312 -2.43514 4.61297
N -3.73119 -3.96120 4.83711
S 1.87686 1.14655 1.11438
C -3.66069 0.17060 5.59188
O 0.54639 -0.13506 -1.17173
H -4.10061 -2.12308 -0.20661
C -3.01906 5.26635 1.32361
H 0.54212 1.03088 -4.59232
N -0.91198 1.96215 -1.13168
Mo -0.41722 0.60385 0.49237
N -0.32132 -1.04734 1.93657
C 0.55355 -1.28004 2.89600
O -1.10257 3.45309 -5.45015
S 1.93024 2.45636 3.83810
C -1.45673 -1.80930 1.88349
C -2.98929 -3.48196 2.70099
H -4.67908 -3.85988 1.49076
H -5.16955 -2.06093 3.55857
O 0.20413 1.67222 -5.27336
C -4.52835 -1.67465 4.33820
C -1.75384 -2.79416 2.83384
C -2.90608 -0.68947 6.37219
H -4.44474 4.75710 2.84056
*
```

* HOMO (spin up / spin down): -0.308 / -0.315 Ha
* LUMO energy (spin up / spin down): -0.071 / -0.058 hartree
* calculated total energy: -5984.9481 a.u.
* <S²>: 2.03
* HOMO-LUMO gap (spin up / spin down): 6.4 / 7.0 eV


Entry from OMol25: a structure of composition C27H15BrF4GdN2O9P (wB97M-V/def2-TZVPD).

```
! RIJCOSX wB97M-V def2-TZVPD def2/J DEFGRID3
* xyz 0 8
F -2.80731 5.42691 -1.59342
H 1.49794 -0.84381 -5.42204
O 2.90588 -2.45825 -1.83839
H 2.18928 -2.19829 6.14263
Br 1.74536 2.74107 1.35279
O 3.45125 -1.75994 2.95324
C 0.65356 1.19858 -2.78584
N 0.58540 -3.83107 7.15140
C 1.24015 0.09248 -4.84796
P -0.10518 1.10757 -1.13606
C -3.45901 -0.53222 -2.88028
O 0.12638 -1.77295 2.02853
C -0.89332 -3.20074 5.25871
F -2.14638 3.07629 -2.27377
C 0.73451 2.44489 -3.42198
N -2.15569 -2.75842 3.26314
C -2.41137 -0.02455 -0.31519
O 2.13181 0.08485 3.00015
O -0.32012 -3.95840 7.97625
H -1.80836 -3.80417 5.53363
C 0.83532 0.04276 -3.54497
C -0.88785 -2.61739 3.99918
C 0.96823 2.50299 -4.79071
C 0.27169 3.52183 0.39630
C -1.10223 5.52039 0.03116
H 3.84473 -1.46397 -3.49109
H 0.81035 -0.94449 -3.11351
C -1.84825 4.82800 -0.87398
H 4.82714 -1.52066 -1.93588
O -2.67815 -1.72097 2.97929
Gd 1.49562 -0.36222 0.92766
C -2.33126 0.20170 -2.72639
C 4.14566 -2.04264 -2.56931
C -1.54333 3.54961 -1.17322
C 1.25169 1.32799 -5.48569
O 1.76558 -4.13081 7.39510
H 0.99270 3.51582 -5.24128
H 0.47277 3.40717 -2.93397
F 0.59648 5.58046 1.57630
O -2.60448 -3.87675 3.09401
C -4.05257 -1.08813 -1.72787
C 0.16258 -2.06321 3.30439
C 0.28643 -3.05903 5.92570
C -0.45728 2.82351 -0.62659
H 4.54775 -3.00034 -2.94464
C 1.31548 -1.85718 4.08788
H -1.79417 0.55136 -3.60905
H -4.03892 -1.27710 0.39875
H -3.80447 -0.71366 -3.88496
O 3.10987 -0.50773 -0.72600
C 1.35115 -2.28701 5.42065
C -1.72952 0.40222 -1.47143
C -0.04172 4.82999 0.66765
F -1.35939 6.76783 0.36926
C 2.46478 -1.13001 3.33703
H 1.44958 1.41289 -6.52278
H -1.94894 0.09911 0.68658
H -4.77872 -1.89613 -1.90014
C 2.42580 -1.53817 -0.97844
C -3.54492 -0.81789 -0.47051
*
```

* HOMO (spin up / spin down): -0.322 / -0.323 Ha
* LUMO energy (spin up / spin down): -0.087 / -0.037 hartree
* calculated total energy: -5904.8474 a.u.
* <S²>: 15.90
* HOMO-LUMO gap (spin up / spin down): 6.4 / 7.8 eV


Entry from OMol25: a structure of composition C27H16F12INO4Rh (wB97M-V/def2-TZVPD).

```
! RIJCOSX wB97M-V def2-TZVPD def2/J DEFGRID3
* xyz -1 5
H 5.00289 2.71148 3.11104
Rh 0.07862 0.33911 -1.22879
F -2.01223 1.66040 0.71403
O 0.20338 2.45123 -1.36424
H 0.20277 0.91747 3.07916
C -1.25507 -2.45712 3.40064
N 0.15681 -0.30442 0.80758
C 3.66357 0.20153 -1.46148
C -0.36063 -1.76532 2.62495
H 4.68311 0.38454 1.15607
C 4.77400 1.70863 3.48032
F -5.07384 -1.01362 0.06343
C -3.96972 -1.18220 -0.71112
C 1.19674 0.78518 2.67166
O -1.83410 -0.56510 -1.28947
C -0.59083 2.34481 -3.62442
F 3.11693 -2.65820 0.84990
I -2.51153 -0.01872 -7.42593
H -3.78669 -4.18145 3.59748
F -4.30136 -0.74637 -1.93018
H -0.90666 -3.00892 4.26643
H 2.16438 1.80775 4.27191
F 4.94775 -1.75940 0.09695
H 0.69354 -1.78266 2.86466
C -2.13779 -1.12833 1.08121
H -2.47371 2.89983 -6.39222
C 2.81601 -0.70504 -0.49996
H -3.25579 -3.21557 4.97508
C -2.65938 -0.47269 -0.21311
H 0.24771 0.41750 -3.07565
F 2.93320 1.27459 -1.80642
H 5.65171 1.08663 3.30470
C -0.94176 0.29227 -4.85023
C -0.39437 0.97919 -3.77704
C -3.03814 1.01945 0.12914
C -1.89040 2.36476 -5.65513
F -3.76932 -2.51373 -0.79711
C 1.31228 0.13622 1.42668
C -1.33530 3.03199 -4.57460
F 4.83272 0.67799 -0.97721
C 3.64442 -1.99912 -0.20569
C -1.68465 1.00012 -5.77586
F 3.96869 -0.46482 -2.58848
H 4.60245 1.78473 4.55419
O 1.71873 -1.09828 -1.18433
C -3.01079 -1.81291 1.90829
F -4.07228 1.12351 0.99615
H -4.05817 -1.86858 1.65109
C -0.02400 3.12131 -2.43908
C -0.76719 -1.02684 1.48131
H -0.79035 -0.77278 -4.95731
H -4.57025 -2.63826 3.93438
F -3.36615 1.70352 -0.96922
C 2.29397 1.29530 3.32549
C 3.56499 1.15168 2.78148
C 2.59604 0.02006 0.84842
H -1.47028 4.09774 -4.44929
C -3.61407 -3.16028 3.94735
O 0.14267 4.32699 -2.56979
F 3.63797 -2.84185 -1.24160
C -2.60942 -2.45985 3.07667
C 3.68813 0.50492 1.55709
*
```

* HOMO (spin up / spin down): -0.195 / -0.228 Ha
* LUMO energy (spin up / spin down): 0.082 / 0.014 hartree
* calculated total energy: -3000.9571 a.u.
* <S²>: 6.05
* HOMO-LUMO gap (spin up / spin down): 7.5 / 6.6 eV